Here is a cluster of 2 separate species, C3H9NO3 in total in a non-equilibrium geometry from OMol25. Energies are from wB97M-V/def2-TZVPD.

The HOMO energy is -7.54 eV. Its molar mass is 107.11 g/mol. The calculation puts the relative energy (zero: lowest compared OMol25 entry of this formula, charge and spin) at 546.79 kJ/mol. As for the total energy: -10884.914 eV. The charge is 0. The spin multiplicity is 1. The value obtained for the LUMO energy is 0.4 eV.

Last column: natural (NBO) charge in e.
Atoms and positions in Å:
C -0.52 1.41 0.88  -0.690
C -0.19 0.84 -0.46  0.537
C 1.13 0.50 -0.85  -0.222
O -1.15 0.69 -1.37  -0.638
O 1.40 0.36 -2.22  -0.692
H -2.02 0.67 -0.94  0.493
H 0.80 -0.31 -2.57  0.479
H 1.92 1.07 -0.36  0.213
H -0.67 2.50 0.79  0.233
H 0.28 1.22 1.58  0.253
H -1.44 0.97 1.28  0.228
N 0.05 -2.55 1.14  -0.520
O 0.14 -1.38 0.37  -0.707
H 1.10 -0.68 -0.25  0.404
H -0.81 -3.02 0.86  0.318
H -0.03 -2.28 2.12  0.311